The following is a DFT calculation (ωB97M-V/def2-TZVPD) of a cluster of 9 separate species, C32H64NO11 in total at a distorted geometry.

Summary:
Total charge: -1
Orbital gap (eV): 8.2
ΔE to the lowest compared entry with this formula, charge and spin (kcal/mol): 0.00
E (eV): -58217.020
Highest occupied orbital energy (eV): -5.70

Cartesian coordinates (Å):
N: 17.36300 8.64400 1.09500
O: 17.54700 9.49700 2.09600
O: 17.61100 9.09100 -0.07100
O: 16.70900 7.68100 1.27600
C: 13.51700 5.94100 -1.58000
C: 13.73200 6.60100 -0.32800
C: 14.11900 5.49300 0.63800
O: 13.90200 4.31700 -0.13000
C: 14.29200 4.61900 -1.52200
H: 13.61900 6.66100 -2.29900
H: 12.44300 5.65200 -1.72000
H: 12.80400 7.10200 0.07600
H: 14.34300 7.43700 -0.23200
H: 13.53200 5.27200 1.53700
H: 15.03700 5.56900 1.03000
H: 14.08000 3.94000 -2.39100
H: 15.29300 4.72400 -1.52000
C: 16.91900 9.37700 -4.47800
C: 17.31600 10.60400 -3.78300
C: 18.62300 10.29600 -3.13600
O: 19.09900 9.17600 -3.89000
C: 17.98700 8.22200 -4.03700
H: 17.16700 9.49700 -5.49300
H: 15.95500 9.10900 -4.42500
H: 16.46600 10.80400 -3.12600
H: 17.46000 11.25700 -4.51900
H: 18.68700 10.06600 -2.06700
H: 19.30500 11.14800 -3.29900
H: 17.59000 7.57200 -3.26000
H: 18.11600 7.52400 -4.73900
C: 16.14600 13.05000 5.55200
C: 16.59100 12.80600 4.06800
C: 15.39700 13.31100 3.22300
O: 14.74400 14.20000 4.01100
C: 14.79100 13.58300 5.28800
H: 16.80100 13.83200 6.01100
H: 16.19100 12.23900 6.08300
H: 16.92700 11.86800 3.71800
H: 17.55900 13.26100 3.85900
H: 14.67500 12.47500 2.92300
H: 15.80500 13.86600 2.47800
H: 14.22300 12.67700 5.16500
H: 14.52400 14.36100 6.04600
C: 19.19100 12.15100 -0.08100
C: 20.60100 12.89400 -0.18400
C: 20.48300 13.97400 0.95200
O: 19.11000 14.30400 1.17200
C: 18.41200 13.15200 0.78000
H: 19.33100 11.20000 0.58500
H: 18.68500 11.79500 -0.91500
H: 20.72300 13.31100 -1.18300
H: 21.33800 12.09100 0.09400
H: 21.09700 14.83200 0.64300
H: 20.89100 13.59000 1.82100
H: 17.58900 13.45200 0.40600
H: 18.22300 12.55200 1.64100
C: 13.46500 10.17000 -0.41200
C: 14.78100 10.52900 0.15800
C: 14.77800 12.00700 0.38600
O: 13.75600 12.42900 -0.40500
C: 12.63700 11.52100 -0.38700
H: 12.82300 9.39700 -0.05900
H: 13.67700 9.80000 -1.37600
H: 15.55500 10.27400 -0.54600
H: 15.19100 9.83900 0.99100
H: 15.71100 12.55600 0.31800
H: 14.55500 12.08600 1.58500
H: 12.13000 11.81400 -1.20800
H: 12.10900 11.48500 0.56800
C: 17.84900 4.62800 5.32800
C: 17.12300 5.51800 4.28600
C: 17.78900 6.88500 4.56800
O: 18.57700 6.58900 5.75800
C: 18.07300 5.55700 6.47100
H: 18.66400 4.31000 5.00300
H: 17.26700 3.87700 5.61300
H: 15.99200 5.66700 4.57300
H: 17.38400 5.15600 3.32000
H: 17.00000 7.63200 4.94700
H: 18.46900 7.38600 3.87900
H: 17.16800 5.66700 6.87100
H: 18.58700 5.00400 7.38300
C: 12.27600 8.30700 2.80100
C: 13.67200 8.29000 3.49800
C: 14.00900 9.79000 3.54200
O: 12.76800 10.43200 3.53400
C: 12.02800 9.78900 2.53000
H: 11.50000 7.78400 3.41700
H: 12.35700 7.74900 1.84800
H: 14.27700 7.61300 3.10700
H: 13.36600 7.80700 4.48200
H: 14.73200 9.92500 2.65400
H: 14.36300 10.39300 4.53900
H: 12.35900 10.08200 1.55900
H: 10.87300 9.82700 2.59600
C: 18.98300 4.43300 1.26100
C: 18.16900 3.20600 1.57600
C: 18.13000 2.38200 0.25800
O: 19.28400 3.00600 -0.43000
C: 19.40200 4.33200 -0.22200
H: 19.81000 4.27100 1.81600
H: 18.47600 5.33500 1.21700
H: 17.15200 3.30100 1.91100
H: 18.67900 2.58700 2.40700
H: 17.18100 2.65800 -0.12200
H: 18.16200 1.30000 0.64300
H: 18.56300 4.77400 -1.04100
H: 20.34700 4.65500 -0.31300